Density functional theory data (ωB97M-V with the def2-TZVPD basis set) for a molecular structure, C30H36Br2CrN8O5S2.

- gap between HOMO and LUMO (alpha / beta) (eV) = 7.0 / 6.7
- net charge = +1
- relative energy (zero: lowest compared OMol25 entry of this formula, charge and spin) (kcal/mol) = 59.04
- multiplicity = 4

Last column: Löwdin spin population.
Atoms and positions in Å:
Cr: -0.27209 0.69030 -1.32503  2.687
Br: 5.29452 -0.40176 -4.88103  0.002
C: 3.75653 -0.08664 -3.82760  0.008
C: 3.66570 -0.61184 -2.53016  -0.001
C: 2.52529 -0.37114 -1.80468  0.009
N: 1.48723 0.35068 -2.24930  0.000
C: 1.57433 0.85345 -3.51580  0.007
C: 2.69567 0.64377 -4.32358  0.001
C: 0.39183 1.55393 -3.94943  0.011
C: 0.32696 2.38429 -5.06980  -0.001
C: -0.86001 3.02803 -5.36295  0.014
Br: -0.98543 4.14881 -6.87897  0.005
C: -1.96910 2.81869 -4.53169  -0.004
C: -1.83461 1.97145 -3.45936  0.013
N: -0.68716 1.35786 -3.14165  -0.014
H: 4.48165 -1.17760 -2.11137  0.000
H: 2.42155 -0.75727 -0.79985  0.000
H: 2.72660 1.04337 -5.32432  0.000
H: 1.19850 2.54294 -5.68419  0.000
H: -2.90699 3.30999 -4.73077  0.000
H: -2.67737 1.75531 -2.81622  0.000
C: -0.26290 2.17926 3.71179  0.000
C: -1.45773 2.00325 2.85030  0.000
N: -1.48669 1.39349 1.68635  0.003
C: -2.76983 1.48715 1.23228  0.002
C: -3.54276 2.16811 2.15824  0.001
N: -2.68089 2.48712 3.17033  0.001
C: -4.95957 2.61340 2.26290  0.000
O: -5.80277 2.18547 1.35396  0.000
O: -5.26993 3.33503 3.17990  0.000
C: -3.15732 0.99084 -0.11091  0.006
O: -4.34922 0.87746 -0.40233  0.007
O: -2.20638 0.73530 -0.91413  0.025
H: 0.58152 1.65949 3.26505  0.000
H: -0.44776 1.79808 4.71426  0.000
H: -0.02399 3.23773 3.80520  0.000
H: -2.96670 3.02921 3.97468  0.000
H: -5.38303 1.61274 0.64835  0.000
N: -1.66829 -5.96258 0.11793  -0.003
C: -1.28787 -5.43743 -1.06078  0.000
S: -1.08204 -6.45955 -2.36086  0.015
C: -1.05607 -4.01713 -1.18152  0.014
C: -1.33488 -3.10281 -0.14703  -0.004
C: -1.09549 -1.76777 -0.32342  0.017
N: -0.59906 -1.22888 -1.45865  -0.001
C: -0.35008 -2.09727 -2.46394  0.013
C: -0.55409 -3.44875 -2.36809  -0.005
H: -1.92521 -6.93509 0.15332  0.000
H: -1.87218 -5.39258 0.91942  0.000
H: -1.75456 -3.41872 0.79509  -0.001
H: -1.30260 -1.06854 0.47935  0.001
H: 0.02591 -1.66955 -3.38573  0.001
H: -0.33699 -4.09105 -3.20509  0.000
C: -0.76744 4.29963 -0.39465  0.005
C: 0.37031 3.34607 0.00658  0.016
C: 1.75394 3.88470 -0.38914  0.008
O: 0.17940 2.13446 -0.57128  0.132
H: -0.77409 5.17180 0.24848  0.001
H: -1.71700 3.78063 -0.29649  0.000
H: -0.64656 4.61672 -1.42757  0.000
H: 0.35046 3.19962 1.09964  0.001
H: 1.78385 4.06466 -1.46057  0.000
H: 2.51825 3.14875 -0.14751  0.000
H: 1.96276 4.80521 0.14505  0.001
C: -0.50544 -1.50563 3.47107  0.000
N: 0.87815 -1.93218 3.50527  0.001
C: 1.45497 -1.96109 4.83907  0.000
C: 1.67839 -1.69419 2.42767  0.002
S: 1.35579 -0.43235 1.35939  0.006
N: 2.73316 -2.51164 2.26884  0.000
C: 2.77300 -3.83480 2.85070  0.000
C: 3.81305 -2.22139 1.35980  0.000
H: -0.98132 -1.83178 4.39324  0.000
H: -1.00673 -1.97766 2.62683  0.000
H: -0.61392 -0.42528 3.37170  0.000
H: 1.20715 -1.03210 5.36183  0.000
H: 2.53749 -2.04128 4.79601  0.000
H: 1.04809 -2.79960 5.40667  0.000
H: 1.79129 -4.09583 3.23773  0.000
H: 3.50799 -3.90315 3.65550  0.000
H: 3.05185 -4.54930 2.07337  0.000
H: 3.86697 -1.14815 1.19125  0.000
H: 3.67641 -2.73439 0.40264  0.000
H: 4.74564 -2.56253 1.81038  0.000

***

Density functional theory data (ωB97M-V with the def2-TZVPD basis set) for a molecular structure, C39H65BrCl5FMgN4O14S.

- gap between HOMO and LUMO (eV) = 3.0

Last column: Löwdin charge in e.
Atoms and positions in Å:
C: 0.49906 -4.18265 -1.60963  -0.053
C: 1.26222 -2.94368 -2.12579  -0.266
C: 1.53761 -1.91640 -1.02646  -0.598
Br: 3.38615 -1.20249 -1.25255  0.670
N: 0.61225 -0.81501 -0.99868  -0.016
C: 0.28285 -0.08375 -2.17261  -0.343
O: 0.97261 0.65745 -2.81874  0.127
C: -1.19725 -0.41869 -2.35868  -0.074
C: -1.99320 -0.28669 -3.44379  0.006
C: -3.31132 -0.66558 -3.29141  -0.010
C: -3.79858 -1.13043 -2.09471  -0.152
C: -5.28376 -1.51613 -2.06478  -0.145
C: -5.35666 -3.05339 -2.27260  -0.307
N: -4.89999 -3.45342 -3.51801  0.021
C: -2.98616 -1.23455 -0.94961  -0.074
C: -3.48331 -1.68244 0.43470  0.009
C: -2.81569 -2.89781 1.08321  -0.424
O: -3.43036 -3.48823 1.90500  0.172
F: -1.55955 -3.30037 0.81748  0.102
C: -1.67696 -0.88443 -1.12496  -0.024
C: -0.51017 -0.87958 -0.14452  -0.322
O: -0.50006 -0.90957 1.06260  0.139
H: -0.35462 -3.82860 -1.02554  0.059
H: 0.07468 -4.74802 -2.44178  0.088
H: 1.13684 -4.84859 -1.02722  0.083
H: 0.75634 -2.54538 -3.00345  0.088
H: 2.22734 -3.31721 -2.48103  0.080
H: 1.52303 -2.43522 -0.06785  0.111
H: -1.60509 0.10757 -4.37432  0.132
H: -4.01395 -0.58267 -4.11244  0.129
H: -5.85543 -0.98278 -2.82713  0.118
H: -5.67235 -1.22209 -1.09032  0.087
H: -4.66929 -3.50468 -1.54246  0.113
H: -6.48368 -3.50540 -2.00993  -0.045
H: -5.30214 -2.90858 -4.27315  0.048
H: -3.89345 -3.45377 -3.60403  0.058
H: -3.46812 -0.80651 1.08632  0.145
H: -4.52973 -1.96061 0.31916  0.115
C: 4.68385 1.03415 1.62323  0.003
N: 5.48263 2.18547 2.17758  -0.335
C: 4.90419 2.54648 3.51381  -0.196
C: 5.35973 3.35805 1.25854  0.028
C: 6.94108 1.80387 2.39843  -0.085
C: 7.71896 1.42426 1.15827  -0.214
O: 7.14178 0.28495 0.53534  -0.061
H: 3.62743 1.27530 1.73709  0.115
H: 4.90232 0.91707 0.57114  0.065
H: 4.92486 0.13803 2.18679  0.120
H: 3.84942 2.83444 3.37071  -0.099
H: 5.47879 3.38975 3.92839  -0.025
H: 4.97188 1.67879 4.17149  0.114
H: 5.72613 3.07907 0.27551  0.110
H: 5.94487 4.18160 1.66852  0.104
H: 4.30918 3.63403 1.19275  0.112
H: 6.92628 0.97115 3.10188  0.148
H: 7.41082 2.66811 2.87290  0.108
H: 8.74186 1.18146 1.45964  0.135
H: 7.76630 2.25309 0.44605  0.123
H: 7.54390 0.17774 -0.33229  0.107
Cl: -4.39305 -4.64412 -5.67391  -0.077
O: 7.90927 4.29605 4.22169  0.075
C: 7.58139 5.45554 4.28007  -0.488
O: 6.94525 6.08654 3.27162  -0.016
C: 6.78382 7.48693 3.59825  -0.137
C: 6.87594 7.54883 5.11157  -0.137
C: 7.83747 6.40685 5.42151  -0.075
H: 7.58020 8.04903 3.10800  0.132
H: 5.82462 7.83724 3.22394  0.125
H: 7.20612 8.51658 5.48285  0.125
H: 5.89977 7.33500 5.55130  0.108
H: 8.87727 6.73278 5.38522  0.087
H: 7.61675 5.93970 6.37753  0.135
Mg: 3.66857 4.20291 4.58746  0.569
Cl: -7.95830 -2.86982 -1.36163  0.114
C: -13.38476 -1.46664 -2.72325  -0.087
C: -11.96649 -2.00644 -2.55289  -0.428
C: -11.88533 -3.54123 -2.52388  -0.204
O: -12.30079 -4.13136 -1.30545  -0.183
C: -13.69849 -4.28215 -1.16343  -0.127
N: -11.37418 -1.41136 -1.35300  0.041
H: -13.96711 -1.52767 -1.80369  0.064
H: -13.35329 -0.41459 -3.01067  0.074
H: -13.92097 -2.00835 -3.50441  0.026
H: -11.38710 -1.67132 -3.41845  0.135
H: -10.83584 -3.82217 -2.63930  0.107
H: -12.42604 -3.98736 -3.37023  0.121
H: -14.18336 -4.50103 -2.11824  0.049
H: -14.14379 -3.39009 -0.71370  0.076
H: -13.87615 -5.11782 -0.48489  0.086
H: -10.39875 -1.69560 -1.30240  -0.005
H: -11.80248 -1.86248 -0.54862  0.069
C: -17.53381 -4.51489 -3.55654  -1.542
Cl: -16.34899 -3.23117 -3.80776  0.554
Cl: -17.57571 -5.60691 -4.94254  0.524
Cl: -17.18619 -5.40536 -2.07271  0.535
H: -18.51000 -4.05905 -3.45576  0.010
C: -4.43848 -7.18213 1.40305  -0.034
C: -4.25050 -6.96420 -0.11372  -0.760
O: -4.18458 -5.75450 -0.47120  -0.045
O: -4.18537 -7.98796 -0.80197  -0.043
H: -4.48612 -6.23520 1.94140  0.047
H: -5.36368 -7.73155 1.57807  0.065
H: -3.60240 -7.76419 1.79216  0.063
C: 13.30229 6.54277 6.39152  -0.218
C: 13.47133 7.31036 7.70847  -0.210
C: 12.22372 8.18278 7.89529  -0.214
S: 10.88970 7.33731 7.04289  0.662
O: 10.46411 8.15182 5.92689  -0.331
O: 9.95095 6.82202 8.00636  -0.317
C: 11.88150 5.98755 6.41410  -0.228
H: 14.03925 5.74776 6.28883  0.117
H: 13.42283 7.22589 5.54762  0.120
H: 13.55160 6.60126 8.53481  0.119
H: 14.37608 7.91610 7.70910  0.117
H: 11.95944 8.29590 8.94372  0.106
H: 12.34580 9.16201 7.43565  0.107
H: 11.51792 5.69024 5.43240  0.106
H: 11.79280 5.15798 7.11514  0.112
C: 2.01977 -1.80019 -8.51411  -0.022
C: 1.56132 -1.76175 -7.07693  -0.331
C: 2.11252 -2.87002 -6.20890  -0.087
O: 1.09512 -2.98562 -5.21161  0.033
C: -0.07390 -2.59370 -5.77232  -0.551
O: -1.13641 -2.75384 -5.27082  0.158
O: 0.14693 -1.99636 -6.97395  0.092
H: 3.06550 -1.50303 -8.59473  0.089
H: 1.90806 -2.80133 -8.93325  0.091
H: 1.41457 -1.13119 -9.12550  0.089
H: 1.76573 -0.77857 -6.64164  0.159
H: 3.07250 -2.61865 -5.76169  0.140
H: 2.19820 -3.82926 -6.72486  0.142

***

Density functional theory data (ωB97M-V with the def2-TZVPD basis set) for 7 unconnected molecules or ions with the total composition C28H42O14.

- gap between HOMO and LUMO (alpha / beta) (eV) = 1.9 / 7.0
- net charge = -1
- multiplicity = 2

Last column: Löwdin spin population.
Atoms and positions in Å:
O: 34.53924 3.22176 0.42710  0.000
C: 33.59136 2.80960 -0.23225  0.003
O: 32.57583 3.61354 -0.29599  0.007
C: 31.43566 2.98321 -1.05757  0.007
C: 32.08011 1.83944 -1.63655  0.003
C: 33.42150 1.54725 -1.01067  0.002
H: 30.91485 3.40252 -1.91840  0.000
H: 30.70529 2.68125 -0.30691  0.007
H: 32.15770 1.94196 -2.71894  0.000
H: 31.50770 0.91546 -1.55469  0.002
H: 34.20295 1.36815 -1.74915  0.000
H: 33.27520 0.65540 -0.40132  0.001
O: 22.21400 2.15014 -4.94875  0.000
C: 22.38730 1.67268 -3.80521  0.001
O: 23.26611 0.75536 -3.52159  0.000
C: 23.16708 0.30732 -2.20458  0.001
C: 22.57700 1.46039 -1.49339  0.001
C: 21.78577 2.17222 -2.56445  0.001
H: 24.06913 -0.05947 -1.71481  0.001
H: 22.42415 -0.48647 -2.12679  0.000
H: 23.25870 2.24161 -1.15714  0.000
H: 22.16603 1.16349 -0.52848  0.000
H: 21.81519 3.25278 -2.70454  0.001
H: 20.78190 1.75800 -2.65812  0.000
O: 26.48569 8.58901 0.90230  0.002
C: 26.61006 9.03445 2.05775  0.002
O: 26.24189 10.32841 2.39099  0.000
C: 26.27819 10.55691 3.79106  0.001
C: 27.15073 9.39540 4.33284  0.003
C: 27.03123 8.30527 3.33204  0.011
H: 25.20980 10.65334 3.98432  0.000
H: 26.87178 11.43442 4.04743  0.000
H: 26.71291 8.95932 5.23076  0.001
H: 28.13735 9.65562 4.71621  0.001
H: 26.26832 7.54713 3.50899  0.002
H: 27.88752 7.63159 3.30004  0.011
O: 27.82939 3.37625 -0.12563  0.192
C: 26.74924 4.03347 0.16989  0.377
O: 25.51811 3.46660 0.30392  0.115
C: 24.59556 4.38188 0.85637  0.014
C: 25.41645 5.29293 1.72586  0.013
C: 26.65248 5.37841 0.96140  0.077
H: 23.87359 3.82944 1.45775  0.001
H: 24.03343 4.86560 0.05754  0.006
H: 25.34409 4.85464 2.72123  0.003
H: 24.78266 6.17919 1.75698  0.000
H: 27.46171 5.64133 1.64266  0.024
H: 26.66040 6.19282 0.23699  0.019
O: 28.10846 3.09287 -5.95110  0.000
C: 28.13755 2.45321 -4.88191  0.001
O: 27.15327 2.58600 -4.01564  0.006
C: 27.31855 1.62366 -2.87433  0.002
C: 28.35619 0.62302 -3.41797  0.004
C: 29.21257 1.48106 -4.36456  0.000
H: 26.40782 1.11901 -2.55184  0.001
H: 27.62000 2.09255 -1.93765  0.000
H: 27.98914 -0.22768 -3.99214  0.000
H: 28.93419 0.25657 -2.56961  0.003
H: 29.73024 1.08376 -5.23764  0.000
H: 29.85425 2.21469 -3.87656  0.000
O: 26.53533 -0.88377 4.76000  0.000
C: 26.51189 0.04980 3.95405  0.002
O: 25.59285 0.11682 2.97063  0.003
C: 25.60578 1.26038 2.26848  0.006
C: 27.03541 1.84804 2.52954  0.016
C: 27.43293 1.13401 3.79327  0.010
H: 24.86614 1.87067 2.78674  0.001
H: 25.19615 1.07483 1.27557  0.003
H: 26.94568 2.89075 2.83419  0.003
H: 27.73978 1.73182 1.70585  0.012
H: 27.14425 1.77699 4.62474  0.002
H: 28.49648 0.89693 3.76572  0.005
O: 23.37502 7.26695 4.12560  0.001
C: 22.74038 8.35001 4.10391  0.000
O: 22.26737 8.91406 3.00704  0.000
C: 21.81893 10.19296 3.21772  0.000
C: 21.72827 10.35122 4.70018  0.000
C: 22.55531 9.24437 5.29271  0.000
H: 20.79169 10.34461 2.88625  0.000
H: 22.54442 10.88449 2.78929  0.000
H: 20.73218 10.32209 5.14182  0.000
H: 22.07202 11.36217 4.91910  0.000
H: 22.17125 8.85405 6.23519  0.000
H: 23.49773 9.68517 5.61772  0.000

***

For each record above, in turn, the calculated DFT total energy values are -8967.85546, -8370.21140, -2145.35881 hartree.